ORCA calculation (ωB97M-V/def2-TZVPD) on 3 unconnected molecules or ions with the total composition C4H15NO2 in a non-equilibrium geometry.

Structure (XYZ):
```
22
Properties=species:S:1:pos:R:3
C -0.3804 0.4035 -1.9717
C 0.1619 -0.5519 -0.9245
C -0.8917 -1.0801 0.0504
N -0.3090 -1.4889 1.2950
C -1.2451 -2.0984 2.2336
H -0.9086 1.2392 -1.5208
H 0.4774 0.7949 -2.5217
H -1.0412 -0.0594 -2.6916
H 0.6294 -1.4233 -1.3912
H 0.9349 -0.0673 -0.3217
H -1.6409 -0.3157 0.2653
H -1.4504 -1.9087 -0.4321
H 0.5071 -2.0951 1.2286
H -0.6929 -2.4263 3.1023
H -1.9949 -1.3511 2.5032
H -1.7661 -2.9544 1.7994
O 0.6784 2.7167 2.2299
H -0.2743 2.6191 2.1366
H 0.9043 2.2672 3.0549
O 2.9420 2.9430 -2.8077
H 2.4583 2.3124 -3.3776
H 2.9019 2.5245 -1.9388
```

## Properties
**SMILES**: CCCNC.O.O
**HOMO level**: -8.753 eV
**Orbital gap**: 9.50 eV
**Molar mass**: 109.169 g mol⁻¹

Need the natural (NBO) charges? In units of e they are:
1 C -0.598
2 C -0.404
3 C -0.206
4 N -0.627
5 C -0.405
6 H 0.206
7 H 0.197
8 H 0.205
9 H 0.193
10 H 0.209
11 H 0.176
12 H 0.150
13 H 0.355
14 H 0.199
15 H 0.186
16 H 0.161
17 O -0.939
18 H 0.469
19 H 0.470
20 O -0.934
21 H 0.466
22 H 0.470